No. 1
Density functional theory data (ωB97M-V/def2-TZVPD) for C16H14N2O2PdS3Sb as an isolated structure at a distorted geometry.

ΔE to the lowest compared entry with this formula, charge and spin: 242.1 kJ/mol
LUMO level (spin up / spin down): -0.08240 / -0.08410 Ha
Maximum force: 1.1 eV Å⁻¹
Multiplicity: 2
M: 590.68 g/mol

XYZ file:
```
39
Properties=species:S:1:pos:R:3:forces:R:3
Sb -0.71137 -3.30602 -0.46149 0.1 -0.1 0.1
Pd -0.22637 -0.04380 -0.05069 0.8 0.8 0.3
S -2.28708 -4.04989 -2.05627 -0.1 -0.1 -0.1
S -2.00408 -1.50818 0.48224 0.8 0.2 -0.5
S 0.40952 -1.57766 -1.74567 -0.7 0.5 0.0
O -1.67706 1.04084 -0.86882 -0.1 -0.7 -0.1
O 0.09331 -0.25207 2.16970 -0.3 0.1 0.4
N 1.98701 -0.21730 0.35928 -0.6 -0.6 -0.3
N 0.74216 2.00783 -0.08741 0.1 -0.5 0.3
C 0.07644 2.87402 0.55206 -0.2 0.3 0.0
C -0.16906 -2.28416 3.34590 0.0 -0.1 0.2
C -3.55833 2.04875 0.09194 -0.1 -0.1 -0.1
C 1.81320 -1.89625 2.02821 0.0 -0.2 -0.3
C -1.97588 3.85814 1.45391 0.1 0.1 0.0
C 1.61020 -3.93151 3.31201 0.0 0.0 0.0
C -4.13674 3.02889 0.87501 0.0 0.0 0.0
C -3.34827 3.94026 1.57289 0.0 0.0 0.0
C 0.34430 -3.50017 3.73677 0.0 0.1 0.0
C 2.54794 -1.09136 1.09073 0.1 0.0 0.3
C 2.19475 2.08648 -0.13191 0.1 0.1 -0.1
C 2.33273 -3.12093 2.47100 0.1 0.0 0.0
C -1.37410 2.88239 0.65905 0.2 -0.1 0.2
C 0.55343 -1.42104 2.48656 -0.2 0.4 0.0
C -2.16833 1.95409 -0.03843 -0.2 0.0 0.0
C 2.69604 0.70322 -0.49319 0.0 0.0 0.0
H -1.34281 4.56214 1.98333 0.0 0.0 0.0
H 2.59133 2.39246 0.83918 0.0 0.0 0.0
H -5.21541 3.08161 0.95407 0.0 0.0 0.0
H 3.63187 -1.23230 1.02763 0.0 0.1 0.0
H 2.00529 -4.88436 3.63617 0.0 0.0 0.0
H -0.24328 -4.13863 4.38629 0.0 0.0 0.0
H -3.80144 4.69370 2.20196 0.0 0.0 0.0
H -1.13684 -1.94033 3.68717 0.0 0.0 0.0
H 2.42897 0.48004 -1.52830 0.0 0.0 0.0
H 3.31237 -3.43372 2.12263 0.0 0.0 0.0
H 0.59782 3.69287 1.05863 0.0 0.1 -0.1
H -4.15288 1.32975 -0.45614 0.0 0.0 0.0
H 3.78124 0.63672 -0.37667 0.0 -0.1 0.0
H 2.52021 2.80779 -0.88401 -0.1 0.0 0.0
```
Positions in Å, forces in eV/Å.

No. 2
Density functional theory data (ωB97M-V/def2-TZVPD) for an isolated ion of composition C5H13N2O and charge -1 at a distorted geometry.

ΔE to the lowest compared entry with this formula, charge and spin: 266.5 kJ/mol
Charge: -1
LUMO level: 0.13389 Ha
Maximum force: 5.7 eV Å⁻¹
Multiplicity: 1
Structure (SMILES): C[C@@H](CC[O-])NCN
M: 117.17 g/mol

XYZ file:
```
21
Properties=species:S:1:pos:R:3:forces:R:3
O 2.81257 -2.77646 -0.56627 3.0 -0.3 -1.0
N -0.90928 2.44088 1.88623 -1.3 -1.0 -0.1
N 0.00439 1.33798 -0.06482 -2.7 -4.5 2.3
C 1.71380 -2.30020 -0.12740 -2.1 1.0 -0.4
C -0.05462 -0.22944 -0.20093 2.4 1.6 1.7
C -1.14427 -0.66556 -1.13102 -0.8 0.4 -3.2
C -1.26957 1.76732 0.47312 1.4 2.2 3.0
C 1.43631 -0.72617 -0.34153 -0.7 -0.6 0.5
H 0.86126 -2.85654 -0.58866 -1.0 0.3 -0.2
H 2.14587 -0.11624 0.28173 -0.9 -0.5 -0.3
H -0.91380 1.74714 2.68480 0.5 1.1 -1.6
H 1.79942 -0.67135 -1.32952 0.2 0.7 -1.6
H -0.02230 2.96230 1.81470 -0.6 -1.0 0.1
H -1.72533 2.66742 -0.01537 0.0 -1.2 -0.1
H -0.94272 -0.53494 -2.27600 0.3 0.5 1.8
H 1.54875 -2.42210 0.90918 -0.4 -0.3 2.4
H -1.29186 -1.76618 -1.19481 -0.4 0.7 1.0
H 0.40594 1.70450 -0.84533 0.6 1.6 -2.8
H -2.06355 0.02031 -0.95802 1.1 -1.9 -0.2
H -0.38600 -0.50269 0.82996 0.3 -0.1 -0.5
H -2.00502 0.92002 0.75993 1.2 1.6 -0.9
```
Positions in Å, forces in eV/Å.